{"formula": "C52H42NO21PS", "method": "ωB97M-V/def2-TZVPD", "elements": ["N", "P", "O", "O", "C", "C", "C", "C", "S", "O", "O", "O", "H", "H", "H", "H", "H", "H", "H", "H", "H", "H", "C", "C", "C", "O", "C", "C", "C", "O", "H", "H", "H", "H", "C", "C", "C", "O", "C", "C", "C", "O", "H", "H", "H", "H", "C", "C", "C", "O", "C", "C", "C", "O", "H", "H", "H", "H", "C", "C", "C", "O", "C", "C", "C", "O", "H", "H", "H", "H", "C", "C", "C", "O", "C", "C", "C", "O", "H", "H", "H", "H", "C", "C", "C", "O", "C", "C", "C", "O", "H", "H", "H", "H", "C", "C", "C", "O", "C", "C", "C", "O", "H", "H", "H", "H", "C", "C", "C", "O", "C", "C", "C", "O", "H", "H", "H", "H"], "positions_angstrom": [[7.085055, 1.463331, 3.291306], [5.693059, 1.776835, 2.713911], [5.671418, 2.953209, 1.603183], [5.005618, 0.489663, 2.046116], [4.598184, 2.426723, 4.071094], [3.385344, 3.229127, 3.620439], [2.458782, 2.408944, 2.735139], [2.154201, 0.986293, 3.282086], [3.059625, 0.404388, 4.725444], [2.125921, 0.399476, 5.806062], [3.675583, -0.845985, 4.436131], [4.217099, 1.463311, 5.064496], [7.798330, 2.017671, 2.829476], [5.033819, 2.726574, 0.911136], [4.380245, 0.710307, 1.341826], [5.267404, 3.125061, 4.570556], [2.860104, 3.567431, 4.515988], [3.749139, 4.101570, 3.078558], [1.513976, 2.946078, 2.652054], [2.870323, 2.348256, 1.726439], [2.295461, 0.268404, 2.480319], [1.113602, 0.963727, 3.590206], [-2.204764, -0.078352, 2.512464], [-3.145513, -0.073356, 3.454275], [-3.757021, 1.197512, 3.916896], [-4.617253, 1.213455, 4.770093], [-3.276937, 2.461376, 3.295250], [-2.335159, 2.450561, 2.356564], [-1.730842, 1.177288, 1.892173], [-0.871241, 1.172348, 1.028642], [-1.750050, -0.994421, 2.156675], [-3.503743, -0.976280, 3.913831], [-3.736780, 3.375685, 3.648627], [-1.970462, 3.356129, 1.887547], [2.150649, 4.004954, -1.301618], [1.841593, 5.057942, -2.054059], [2.728979, 5.499655, -3.165660], [2.444180, 6.460647, -3.845184], [3.967548, 4.717075, -3.400674], [4.273844, 3.664292, -2.648124], [3.392093, 3.231656, -1.545993], [3.673954, 2.264286, -0.858089], [1.520189, 3.662692, -0.489260], [0.941677, 5.639451, -1.898915], [4.608808, 5.043184, -4.209733], [5.175653, 3.090371, -2.808625], [-7.557293, -4.220902, 4.585985], [-6.761945, -3.249498, 4.151335], [-5.359282, -3.518784, 3.763705], [-4.638368, -2.628395, 3.358143], [-4.865850, -4.911542, 3.882432], [-5.659461, -5.885217, 4.317268], [-7.068229, -5.614736, 4.699032], [-7.795348, -6.509454, 5.082443], [-8.585951, -4.045224, 4.865495], [-7.096583, -2.224022, 4.054365], [-3.836247, -5.081547, 3.594154], [-5.325753, -6.910916, 4.409428], [9.394174, 3.084464, -3.289594], [10.424197, 2.486811, -3.882361], [10.409200, 1.028259, -4.164698], [11.345787, 0.484315, -4.706452], [9.201309, 0.263578, -3.760417], [8.171313, 0.862244, -3.168233], [8.188239, 2.318808, -2.889300], [7.246220, 2.870791, -2.359342], [9.380247, 4.145432, -3.073918], [11.313890, 3.024038, -4.185673], [9.212584, -0.797247, -3.975545], [7.281133, 0.325585, -2.864925], [0.222434, -4.248313, -1.764540], [-0.724433, -4.248154, -0.830397], [-1.338833, -2.981985, -0.358784], [-2.201212, -2.982081, 0.495864], [-0.860218, -1.716224, -0.968611], [0.086850, -1.717219, -1.902735], [0.702905, -2.982233, -2.375285], [1.564374, -2.983588, -3.227527], [0.686240, -5.158303, -2.123169], [-1.089268, -5.158199, -0.371300], [-1.317099, -0.802706, -0.608998], [0.452521, -0.806418, -2.359583], [-10.953496, -7.420534, 2.170132], [-10.229377, -6.383835, 2.583806], [-10.691495, -4.992867, 2.364566], [-10.033006, -4.040971, 2.736925], [-11.988464, -4.796998, 1.671211], [-12.711968, -5.833198, 1.257584], [-12.250845, -7.229003, 1.475261], [-12.911611, -8.171973, 1.099273], [-10.637409, -8.444935, 2.319340], [-9.284516, -6.504246, 3.096568], [-12.304371, -3.771676, 1.524803], [-13.660423, -5.715700, 0.749194], [9.175376, 3.803671, -7.867974], [8.202225, 3.764391, -6.962021], [7.532203, 5.004850, -6.498308], [6.648859, 4.967238, -5.667173], [7.984901, 6.291025, -7.082006], [8.957746, 6.331667, -7.988312], [9.629881, 5.091369, -8.453956], [10.514594, 5.127610, -9.279598], [9.679353, 2.912835, -8.221013], [7.853648, 2.838082, -6.522017], [7.480709, 7.181106, -6.727763], [9.305376, 7.257786, -8.427771], [-8.355861, -2.239115, 0.737367], [-8.555339, -1.181147, -0.045690], [-7.581420, -0.802777, -1.100381], [-7.764167, 0.162942, -1.810009], [-6.371706, -1.649849, -1.251408], [-6.168428, -2.707723, -0.471503], [-7.145314, -3.085914, 0.580293], [-6.951576, -4.053302, 1.287025], [-9.053519, -2.530110, 1.513519], [-9.428133, -0.547124, 0.046890], [-5.674523, -1.354181, -2.025135], [-5.291799, -3.337407, -0.559094]], "atomic_forces_ev_per_a": [[-0.37, 0.49, -0.25], [1.44, -0.23, 0.76], [-0.58, -0.50, 0.15], [-0.37, 0.54, -0.23], [-0.29, 0.49, -0.52], [0.12, -0.29, -0.13], [-0.16, 0.12, 0.35], [0.13, 0.86, -0.54], [-0.37, -1.11, 0.31], [0.05, 0.76, 0.31], [0.35, 0.00, -0.46], [-0.42, -0.10, -0.32], [0.24, -0.31, 0.12], [0.05, 0.37, -0.42], [-0.09, -0.24, -0.03], [0.15, -0.26, 0.24], [0.04, 0.04, 0.02], [-0.11, 0.08, 0.02], [-0.03, -0.06, -0.19], [-0.04, -0.09, -0.02], [0.08, -0.29, 0.24], [0.03, -0.26, 0.22], [0.00, -0.01, 0.01], [0.19, 0.27, 0.00], [-0.01, -0.01, 0.02], [0.00, 0.01, -0.02], [0.02, 0.02, -0.03], [-0.01, 0.02, 0.01], [0.00, -0.03, -0.02], [0.04, 0.05, 0.00], [-0.04, -0.01, -0.01], [-0.05, -0.07, 0.05], [-0.02, -0.02, 0.02], [0.01, -0.02, -0.02], [-0.03, 0.01, 0.02], [0.01, -0.04, 0.04], [0.02, 0.00, 0.02], [-0.02, -0.01, 0.02], [-0.01, 0.07, -0.05], [-0.02, -0.06, -0.11], [-0.03, 0.05, -0.08], [0.10, -0.02, 0.38], [0.01, -0.03, -0.01], [0.01, 0.02, -0.02], [-0.01, 0.04, -0.03], [-0.05, -0.01, 0.10], [0.08, 0.08, 0.13], [-0.04, 0.00, 0.09], [-0.04, 0.05, -0.10], [-0.11, -0.22, 0.01], [0.03, -0.04, 0.01], [0.03, 0.02, 0.00], [0.01, 0.01, -0.02], [-0.01, -0.01, -0.05], [-0.01, -0.04, -0.01], [0.03, 0.01, -0.01], [0.00, 0.03, -0.02], [-0.03, -0.01, 0.01], [0.04, 0.01, -0.02], [-0.03, 0.04, 0.01], [0.03, -0.02, 0.00], [-0.02, 0.01, -0.02], [-0.04, 0.01, 0.01], [0.01, -0.03, -0.03], [0.00, 0.04, 0.00], [0.12, -0.05, 0.01], [-0.03, 0.00, 0.02], [0.02, -0.03, -0.01], [0.03, 0.00, -0.01], [-0.01, 0.02, 0.02], [-0.03, -0.02, 0.03], [0.03, -0.02, -0.03], [0.00, 0.00, 0.01], [0.00, 0.00, -0.03], [-0.01, 0.03, -0.03], [-0.03, 0.00, 0.03], [0.03, 0.01, -0.02], [-0.01, 0.00, 0.01], [0.02, 0.02, -0.02], [-0.02, 0.02, 0.02], [0.03, -0.01, 0.04], [0.02, -0.01, -0.01], [0.02, 0.03, 0.01], [0.02, -0.02, -0.01], [-0.01, 0.02, 0.00], [-0.15, -0.08, 0.03], [-0.02, -0.01, -0.03], [0.01, 0.05, 0.00], [-0.01, -0.04, 0.00], [0.00, 0.01, 0.00], [-0.02, -0.01, -0.01], [-0.01, 0.02, 0.04], [0.02, 0.01, 0.02], [0.00, -0.03, 0.00], [-0.03, -0.03, 0.04], [0.04, -0.01, -0.02], [0.00, -0.02, 0.02], [-0.03, -0.03, 0.05], [0.02, 0.02, -0.03], [-0.03, 0.01, 0.04], [0.03, 0.00, -0.03], [-0.01, 0.00, 0.01], [0.02, 0.02, -0.02], [-0.03, 0.01, 0.01], [-0.02, -0.02, 0.02], [0.02, -0.02, -0.02], [-0.01, 0.05, 0.00], [0.02, -0.05, 0.02], [0.00, 0.03, -0.02], [0.00, 0.00, 0.01], [0.02, -0.04, 0.02], [0.02, 0.04, -0.03], [0.06, 0.02, -0.01], [-0.04, -0.06, -0.06], [0.07, -0.02, -0.02], [0.01, 0.02, -0.02], [-0.02, 0.03, -0.01], [0.00, 0.00, 0.05]], "lumo_energy_ev": -1.92, "homo_ev": -9.0, "smiles": "N=P(O)(O)[C@H]1CCCS(=O)(=O)O1.O=C1C=CC(=O)C=C1.O=C1C=CC(=O)C=C1.O=C1C=CC(=O)C=C1.O=C1C=CC(=O)C=C1.O=C1C=CC(=O)C=C1.O=C1C=CC(=O)C=C1.O=C1C=CC(=O)C=C1.O=C1C=CC(=O)C=C1", "fmax_ev_per_a": 1.64, "total_energy_ha": -4380.81716}



{"formula": "C52H44F3N6O4PtS", "method": "ωB97M-V/def2-TZVPD", "elements": ["Pt", "C", "O", "C", "C", "C", "C", "C", "C", "C", "C", "C", "C", "C", "N", "C", "C", "C", "C", "C", "C", "C", "C", "C", "C", "O", "C", "C", "C", "C", "N", "C", "C", "C", "C", "C", "C", "O", "C", "C", "C", "C", "C", "C", "C", "N", "C", "C", "N", "C", "C", "C", "C", "O", "C", "C", "C", "H", "H", "H", "H", "H", "H", "H", "H", "H", "H", "H", "H", "H", "H", "H", "H", "H", "H", "H", "H", "H", "H", "H", "H", "H", "H", "H", "H", "H", "H", "H", "H", "H", "H", "H", "H", "C", "N", "C", "S", "N", "C", "H", "H", "H", "H", "H", "H", "H", "H", "F", "C", "F", "F"], "positions_angstrom": [[0.523502, -0.555966, -0.430313], [-5.689352, -6.528354, 4.395829], [-5.390830, -6.339414, 3.026615], [-4.452086, -5.433740, 2.685065], [-4.203113, -5.306125, 1.315133], [-3.254941, -4.422769, 0.849632], [-2.551172, -3.611570, 1.742010], [-2.810577, -3.728567, 3.100934], [-3.736965, -4.642786, 3.581047], [-1.550469, -2.648931, 1.223796], [-0.324747, -3.158688, 0.777249], [0.154623, -4.495182, 0.860776], [1.494690, -4.465602, 0.556590], [1.831261, -3.110989, 0.292665], [0.718697, -2.359465, 0.379242], [3.136662, -2.479563, 0.108721], [3.262669, -1.589225, -0.996264], [4.411298, -1.329716, -1.794657], [4.045961, -0.408348, -2.738496], [2.671914, -0.093317, -2.521284], [1.854628, 0.879115, -3.178346], [1.862508, 1.100662, -4.616957], [0.685869, 1.574898, -5.226609], [0.594581, 1.785740, -6.587090], [1.683546, 1.512070, -7.413920], [1.707960, 1.697913, -8.742764], [0.542049, 2.201766, -9.371690], [2.840549, 0.976974, -6.835012], [2.921001, 0.763057, -5.482043], [0.951788, 1.647838, -2.398259], [0.363670, 1.254059, -1.236013], [-0.480305, 2.241183, -0.816980], [-1.505076, 2.088533, 0.131828], [-2.454955, 3.227437, 0.234600], [-3.682245, 3.134545, -0.413828], [-4.538762, 4.221735, -0.484091], [-4.190731, 5.420923, 0.132880], [-4.937523, 6.544635, 0.112110], [-6.116386, 6.564462, -0.669595], [-2.984161, 5.501558, 0.832051], [-2.120226, 4.426192, 0.862139], [-1.837021, 0.877894, 0.761383], [-3.032319, 0.624108, 1.518337], [-3.063346, -0.710037, 1.786235], [-1.871761, -1.286425, 1.238235], [-1.132789, -0.281875, 0.662604], [-0.319726, 3.369504, -1.688487], [0.544650, 2.995367, -2.671887], [2.230110, -0.829665, -1.464780], [4.111776, -2.545653, 1.161215], [5.196880, -1.645637, 1.240421], [5.931805, -1.491356, 2.394448], [5.627542, -2.237610, 3.533734], [6.173450, -2.063104, 4.746146], [6.979093, -0.922588, 4.981650], [4.644788, -3.232586, 3.437858], [3.911183, -3.376402, 2.292091], [-6.495912, -7.255943, 4.428421], [-6.022043, -5.597534, 4.863138], [-4.825139, -6.921501, 4.938630], [-4.784200, -5.916418, 0.638791], [-3.064715, -4.336640, -0.211633], [-2.269066, -3.109744, 3.805205], [-3.895469, -4.727415, 4.646572], [-0.450254, -5.342130, 1.132955], [2.164899, -5.305933, 0.501914], [5.368605, -1.810381, -1.697381], [4.709922, 0.069557, -3.433410], [-0.199746, 1.729984, -4.629355], [-0.339612, 2.141347, -6.996241], [0.787231, 2.289175, -10.426181], [0.269863, 3.183219, -8.974883], [-0.296116, 1.511158, -9.247466], [3.669419, 0.728100, -7.483117], [3.831041, 0.341865, -5.091821], [-3.945945, 2.205028, -0.901644], [-5.463574, 4.121651, -1.033296], [-6.522547, 7.566543, -0.561567], [-6.853441, 5.841010, -0.311205], [-5.896982, 6.367562, -1.722549], [-2.743254, 6.434328, 1.322503], [-1.169674, 4.515027, 1.373119], [-3.762178, 1.367115, 1.789208], [-3.827270, -1.264112, 2.302460], [-0.831948, 4.309714, -1.591352], [0.899549, 3.600910, -3.486121], [5.421627, -1.010113, 0.398164], [6.739599, -0.773693, 2.413516], [7.068082, -0.831744, 6.061365], [6.511229, -0.020281, 4.580712], [7.975705, -1.040496, 4.549603], [4.460474, -3.854039, 4.302718], [3.129061, -4.118320, 2.271507], [-0.641681, 1.575542, 3.775311], [0.488701, 0.898081, 3.164193], [1.384458, 1.389453, 2.313574], [2.428765, 0.290361, 1.524287], [1.538508, 2.694308, 2.054152], [1.259078, 3.823578, 2.931888], [-1.352692, 0.823747, 4.106066], [-1.143704, 2.215712, 3.050532], [-0.333088, 2.173055, 4.634440], [0.519593, -0.106442, 3.242642], [2.268692, 2.855074, 1.377158], [0.198565, 3.915760, 3.150627], [1.580056, 4.729645, 2.425001], [1.809870, 3.739063, 3.871598], [-1.892767, -0.338329, -2.192059], [-0.921379, -1.255923, -2.079128], [-1.521658, -2.402157, -1.757411], [-0.395649, -1.408295, -3.290053]], "atomic_forces_ev_per_a": [[-1.04, -0.37, -1.40], [0.02, 0.02, 0.14], [-0.09, -0.08, -0.11], [0.24, 0.19, -0.13], [-0.14, -0.14, 0.06], [-0.01, 0.07, 0.17], [-0.07, -0.06, 0.11], [0.10, -0.02, -0.16], [-0.22, -0.13, 0.10], [0.06, 0.40, 0.06], [0.02, -0.13, 0.13], [-0.08, 0.26, -0.07], [0.01, 0.17, 0.19], [0.44, 0.04, 0.27], [-0.16, -0.28, -0.34], [-0.80, 0.42, -0.91], [0.17, -0.46, 0.74], [-0.07, 0.40, 0.02], [0.04, -0.30, 0.05], [-0.41, -0.06, -0.06], [-0.22, 0.25, 0.89], [-0.01, 0.25, -0.53], [0.32, -0.24, 0.19], [-0.01, 0.07, -0.39], [-0.04, -0.04, 0.44], [0.12, -0.04, -0.08], [-0.11, 0.01, -0.02], [-0.01, 0.02, -0.21], [-0.09, 0.18, 0.18], [0.55, -0.46, -0.54], [0.24, 0.19, 0.22], [-0.60, -0.22, 0.39], [0.33, 0.06, -0.29], [-0.14, -0.06, 0.02], [0.24, 0.15, 0.08], [-0.21, 0.07, -0.05], [0.15, -0.20, 0.03], [0.08, 0.09, 0.12], [-0.13, -0.03, -0.06], [-0.08, 0.14, -0.04], [-0.12, -0.11, 0.02], [0.05, 0.18, -0.05], [0.12, -0.18, -0.02], [0.10, 0.18, -0.10], [-0.02, -0.66, 0.08], [0.03, 0.10, -0.08], [0.28, -0.12, -0.31], [-0.35, 0.22, 0.25], [-0.17, 0.07, -0.24], [0.87, -0.59, 0.36], [-0.43, -0.20, -0.19], [0.35, 0.07, 0.26], [-0.27, -0.09, -0.26], [-0.06, -0.17, 0.02], [0.19, 0.18, -0.02], [0.18, 0.03, 0.13], [-0.05, 0.11, -0.25], [0.03, 0.03, 0.01], [0.00, -0.02, -0.01], [-0.01, 0.03, -0.01], [0.02, -0.05, -0.06], [-0.01, -0.01, -0.06], [0.04, 0.02, 0.01], [-0.01, 0.01, 0.00], [0.02, -0.09, 0.01], [0.11, 0.00, 0.07], [0.07, 0.00, 0.08], [-0.02, -0.11, -0.16], [-0.02, 0.00, 0.01], [-0.01, 0.00, -0.02], [-0.02, 0.01, 0.03], [0.03, -0.02, -0.02], [0.01, 0.03, -0.02], [0.02, 0.00, -0.01], [0.01, -0.01, -0.06], [-0.05, 0.00, -0.06], [-0.05, 0.05, 0.02], [0.00, -0.03, -0.05], [0.04, -0.01, 0.02], [0.00, 0.01, 0.03], [0.04, 0.03, 0.01], [0.04, 0.02, -0.01], [-0.03, 0.04, -0.03], [-0.05, -0.03, 0.03], [-0.01, 0.06, 0.04], [0.04, -0.02, -0.09], [-0.01, 0.12, 0.06], [-0.04, 0.07, 0.00], [0.01, -0.04, -0.05], [-0.01, -0.03, 0.02], [-0.04, -0.01, -0.04], [-0.06, -0.01, 0.03], [-0.06, 0.01, 0.07], [-0.04, 0.28, 0.11], [-0.02, 0.21, -0.01], [-0.04, -0.02, 0.08], [-0.55, -0.46, -0.91], [0.04, 0.06, 0.16], [-0.18, 0.02, 0.20], [0.02, -0.02, -0.02], [-0.03, -0.04, -0.01], [-0.04, -0.04, 0.00], [0.07, 0.01, -0.04], [-0.06, -0.08, -0.04], [0.05, 0.05, -0.01], [0.00, -0.02, -0.02], [-0.02, 0.00, -0.02], [0.32, 0.13, 0.23], [0.37, 0.51, 1.03], [0.41, 0.06, 0.21], [0.58, 0.16, 0.46]], "lumo_energy_ev": [-3.62, -3.93], "homo_ev": [-8.7, -8.6], "charge": 1, "fmax_ev_per_a": 1.78, "e_above_lowest_kj_mol": 55.4, "total_energy_ha": -3454.33089}